Entry 1:
# C3H8N2

An isolated ion of composition C3H8N2 and charge -1 in a non-equilibrium geometry (wB97M-V/def2-TZVPD, the Open Molecules 2025 dataset).

Values from the calculation:
Molecular weight = 72.111 g mol⁻¹
DFT total energy = -6218.46156 eV
Energy relative to the best compared isomer or geometry (same formula, charge and spin) = 64.5 kJ/mol
Gap between HOMO and LUMO (alpha / beta) = 2.81 / 7.09 eV
LUMO (alpha / beta) = 0.1623 / 0.1578 hartree
HOMO level (alpha / beta) = 1.61 / -2.80 eV
Total charge = -1
Multiplicity = 2

Positions of all 13 atoms, in Å:
C1 -1.0373 0.5976 -1.4452
C2 -0.6905 -0.5065 -0.4397
N1 -0.1565 0.0750 0.7695
C3 1.2157 0.0710 0.9955
N2 1.6957 0.1483 2.2546
H1 -1.7871 1.2642 -1.0292
H2 -0.1108 1.0855 -1.7400
H3 -1.4697 0.1615 -2.3599
H4 0.0724 -1.1957 -0.8316
H5 -1.5841 -1.1066 -0.2471
H6 -0.6378 -0.0204 1.6592
H7 1.8189 -0.4220 0.2152
H8 2.6709 -0.1518 2.1987

Forces on atoms 1 to 3 (eV/Å):
C 0.076 -1.059 -0.642
C 0.095 0.462 0.472
N -0.809 0.247 0.305


Entry 2:
# C21H23N6O6PRhS

C21H23N6O6PRhS as an isolated structure (wB97M-V/def2-TZVPD, the Open Molecules 2025 dataset).

Values from the calculation:
Molecular weight = 621.398 g mol⁻¹
DFT total energy = -66503.40602 eV
Energy relative to the best compared isomer or geometry (same formula, charge and spin) = 41.4 kJ/mol
Gap between HOMO and LUMO (alpha / beta) = 3.63 / 5.45 eV
LUMO (alpha / beta) = -0.0105 / -0.0750 hartree
HOMO level (alpha / beta) = -3.92 / -7.49 eV
Total charge = 0
Multiplicity = 6

Positions of all 59 atoms, in Å:
Rh1 0.0327 -0.1972 -0.2723
O1 -1.3921 -1.6616 0.4360
N1 -1.3192 -2.9379 0.0971
C1 -2.2957 -3.7540 0.5685
C2 -2.2943 -5.0863 0.2788
C3 -1.2617 -5.6008 -0.5195
C4 -0.2851 -4.7589 -0.9883
C5 -0.3033 -3.3869 -0.6826
S1 0.8539 -2.2702 -1.2542
H1 -3.0347 -3.2489 1.1701
H2 -3.0821 -5.7127 0.6667
H3 -1.2360 -6.6527 -0.7654
H4 0.5224 -5.1161 -1.6084
N2 0.9427 1.6359 3.5030
C6 -0.3984 1.5385 3.8207
C7 -0.9930 0.9028 2.7747
N3 -0.0501 0.6120 1.8318
C8 1.1049 1.0591 2.2896
C9 2.2933 0.8672 1.4878
N4 2.2038 0.1397 0.3933
C10 3.4303 0.1704 -0.2057
C11 4.2759 0.9245 0.5475
N5 3.5443 1.3616 1.6313
H5 1.6542 2.0444 4.0817
H6 -0.7918 1.9316 4.7387
H7 -2.0263 0.6535 2.6222
H8 3.6133 -0.3155 -1.1474
H9 5.3031 1.2028 0.4072
H10 3.8672 2.0114 2.3256
C12 -4.2661 1.6642 -1.3470
P1 -2.5352 1.3589 -1.7565
C13 -1.9531 2.8432 -2.5848
C14 -2.5476 0.0122 -2.9498
O2 -1.8126 1.0262 -0.4680
H11 -4.8406 1.9006 -2.2425
H12 -4.3282 2.5022 -0.6543
H13 -4.6861 0.7810 -0.8698
H14 -2.7659 3.2984 -3.1515
H15 -1.1254 2.6183 -3.2538
H16 -1.6008 3.5475 -1.8314
H17 -2.9874 0.3546 -3.8867
H18 -3.1333 -0.8184 -2.5569
H19 -1.5207 -0.3021 -3.1362
O3 1.2593 2.2552 -0.8270
C15 1.0978 1.7922 -1.9703
O4 0.3432 0.7103 -2.1050
C16 1.6117 2.3656 -3.1933
C17 2.2071 3.6498 -3.1755
C18 2.6181 4.2600 -4.3252
C19 2.4594 3.6022 -5.5672
C20 1.8926 2.3070 -5.6007
C21 1.4785 1.7143 -4.4425
N6 2.8504 4.2303 -6.7533
O5 3.3517 5.3670 -6.6933
O6 2.6844 3.6329 -7.8317
H20 2.3182 4.1491 -2.2217
H21 3.0622 5.2440 -4.3228
H22 1.8078 1.8130 -6.5571
H23 1.0484 0.7214 -4.4720

Forces on atoms 1 to 3 (eV/Å):
Rh 0.164 0.473 0.358
O -0.034 -0.090 -0.009
N -0.030 0.028 0.040


Entry 3:
# C6H11N3O4V

C6H11N3O4V as an isolated structure (wB97M-V/def2-TZVPD, the Open Molecules 2025 dataset).

Values from the calculation:
Molecular weight = 240.115 g mol⁻¹
DFT total energy = -44746.54219 eV
Energy relative to the best compared isomer or geometry (same formula, charge and spin) = 0.0 kJ/mol
Gap between HOMO and LUMO (alpha / beta) = 8.23 / 8.53 eV
LUMO (alpha / beta) = 0.0155 / -0.0019 hartree
HOMO level (alpha / beta) = -7.81 / -8.58 eV
Total charge = 0
Multiplicity = 4

Positions of all 25 atoms, in Å:
V1 -1.0828 0.6379 -0.1531
C1 1.4016 -3.0262 -0.6138
C2 0.4064 -1.9212 -0.6979
N1 0.5817 -0.7660 -0.1445
O1 1.7172 -0.6538 0.6341
C3 -0.8614 -1.9818 -1.4394
C4 -1.1100 -2.7805 -2.6727
N2 -1.6162 -1.0294 -0.9913
O2 -2.5334 -0.3391 -1.5915
H1 1.6913 -3.1792 0.4258
H2 2.3095 -2.7669 -1.1617
H3 0.9944 -3.9477 -1.0217
H4 1.5667 0.1849 1.0987
H5 -0.3802 -2.5442 -3.4508
H6 -2.1027 -2.5459 -3.0519
H7 -1.0522 -3.8522 -2.4762
N3 0.3607 3.6283 3.1684
C5 -0.0870 3.9098 1.8171
C6 -0.4879 2.6549 1.0908
O3 -1.2596 2.7176 0.0933
O4 -0.0200 1.5287 1.4474
H8 0.9599 4.3611 3.5212
H9 0.8756 2.7571 3.1871
H10 0.6739 4.3723 1.1701
H11 -0.9456 4.5814 1.8124

Forces on atoms 1 to 3 (eV/Å):
V -0.030 -0.192 -0.170
C 0.009 0.023 -0.011
C 0.006 0.031 0.019


Entry 4:
# CH7N2S

A 2-piece molecular cluster, CH7N2S overall in a non-equilibrium geometry (wB97M-V/def2-TZVPD, the Open Molecules 2025 dataset).

Values from the calculation:
Molecular weight = 79.148 g mol⁻¹
DFT total energy = -14965.90143 eV
Energy relative to the best compared isomer or geometry (same formula, charge and spin) = 123.9 kJ/mol
Gap between HOMO and LUMO = 6.77 eV
LUMO = 0.1481 hartree
HOMO level = -2.74 eV
Total charge = -1

Positions of all 11 atoms, in Å:
S1 2.9248 -0.5085 -1.4737
H1 3.2400 -0.3689 -0.1231
N1 -0.6689 0.6944 1.4521
C1 -1.0389 0.5291 0.0120
N2 -0.5849 -0.5394 -0.9261
H2 0.1870 -0.0025 1.6167
H3 -1.1402 -0.0835 1.8912
H4 -0.6171 1.4337 -0.5751
H5 -2.1355 0.4891 -0.0625
H6 -0.4699 -1.4060 -0.5390
H7 0.3035 -0.2376 -1.2724

Forces on atoms 1 to 3 (eV/Å):
S 0.193 0.122 1.096
H -0.268 -0.098 -1.083
N 2.601 -3.827 -0.102


Entry 5:
# C17H17Cl51

A 17-piece molecular cluster, C17H17Cl51 overall in a non-equilibrium geometry (wB97M-V/def2-TZVPD, the Open Molecules 2025 dataset).

Values from the calculation:
Molecular weight = 2029.426 g mol⁻¹
DFT total energy = -656547.12464 eV
Energy relative to the best compared isomer or geometry (same formula, charge and spin) = 112.5 kJ/mol
Gap between HOMO and LUMO = 10.96 eV
LUMO = 0.0027 hartree
HOMO level = -10.89 eV
Total charge = 0

Positions of all 85 atoms, in Å:
C1 -11.8933 -8.9131 18.2258
Cl1 -11.9516 -9.1305 16.4769
Cl2 -12.3987 -10.3379 19.0002
Cl3 -12.7320 -7.4703 18.7071
H1 -10.8382 -8.8735 18.4512
C2 -11.1925 -3.3718 26.3019
Cl4 -10.1983 -4.5393 25.5104
Cl5 -11.6702 -2.0653 25.1548
Cl6 -10.3253 -2.6892 27.6821
H2 -12.0903 -3.8007 26.6069
C3 -12.7761 -13.6190 26.8852
Cl7 -13.5415 -14.2933 28.3277
Cl8 -11.4590 -12.5115 27.2090
Cl9 -13.8818 -12.9734 25.6704
H3 -12.3618 -14.4829 26.3069
C4 -10.7288 -7.6857 29.1898
Cl10 -9.6949 -9.1257 28.9963
Cl11 -11.2655 -7.0283 27.6735
Cl12 -9.8142 -6.4706 30.2056
H4 -11.6103 -8.0613 29.6230
C5 -12.5345 -13.8779 22.2919
Cl13 -10.9333 -13.1122 22.3772
Cl14 -12.3810 -15.5635 22.6865
Cl15 -13.1025 -13.6361 20.6429
H5 -13.2239 -13.4635 23.0174
C6 -14.0774 -8.9005 26.8625
Cl16 -13.5424 -9.5837 28.4336
Cl17 -15.7106 -9.5097 26.4931
Cl18 -12.9717 -9.1015 25.5484
H6 -14.0510 -7.8449 26.9953
C7 -11.0551 -2.3638 21.2064
Cl19 -12.8495 -2.1875 21.0642
Cl20 -10.2361 -2.1047 19.6918
Cl21 -10.7492 -3.9594 21.8618
H7 -10.7652 -1.6078 21.9078
C8 -6.9564 -5.3032 26.3791
Cl22 -6.3525 -3.7262 25.8793
Cl23 -7.5860 -5.2962 28.0927
Cl24 -5.6369 -6.5094 26.3843
H8 -7.7430 -5.4749 25.6691
C9 -1.5994 -9.2800 20.8567
Cl25 0.1485 -9.4246 20.6476
Cl26 -2.2076 -9.0361 22.4706
Cl27 -2.5151 -10.5029 20.0695
H9 -1.8958 -8.2767 20.3837
C10 -8.9806 -6.3539 16.3121
Cl28 -9.5438 -5.9071 17.9335
Cl29 -10.2746 -6.2852 15.1682
Cl30 -7.9241 -7.7602 16.2863
H10 -8.3563 -5.5188 15.9227
C11 -7.0393 -11.5190 23.3459
Cl31 -5.5940 -10.5640 23.0724
Cl32 -7.0224 -12.2774 24.8931
Cl33 -7.1673 -12.7086 22.0514
H11 -7.8394 -10.8699 23.2708
C12 -14.1942 -6.0660 24.2839
Cl34 -15.9432 -6.5158 24.3151
Cl35 -13.7097 -5.4126 25.7809
Cl36 -13.8257 -4.9631 22.8786
H12 -13.6054 -6.9831 24.1388
C13 -7.8611 -9.0509 19.7180
Cl37 -7.2454 -7.7986 20.7355
Cl38 -9.0460 -9.9952 20.6581
Cl39 -6.5126 -10.0547 19.2483
H13 -8.3741 -8.6802 18.8121
C14 -8.6976 -12.6980 17.5879
Cl40 -8.4743 -11.9739 16.0155
Cl41 -7.5567 -14.0111 17.8962
Cl42 -10.3620 -13.0958 17.8198
H14 -8.4932 -11.9538 18.3785
C15 -15.4661 -10.7066 22.8420
Cl43 -16.7325 -9.7915 22.0062
Cl44 -13.9364 -10.6257 22.0591
Cl45 -15.9540 -12.4319 23.0612
H15 -15.3428 -10.2614 23.8384
C16 -9.8799 -8.1288 24.5270
Cl46 -9.8520 -9.8147 25.0664
Cl47 -11.0644 -8.0027 23.2129
Cl48 -8.2377 -7.4847 24.2038
H16 -10.3124 -7.4931 25.3294
C17 -2.7748 -5.4121 21.5555
Cl49 -1.0265 -5.6359 21.1582
Cl50 -3.0532 -5.6732 23.2767
Cl51 -3.7885 -6.3898 20.5533
H17 -3.0749 -4.3878 21.2827

Forces on atoms 1 to 3 (eV/Å):
C 1.106 0.177 -0.860
Cl -0.138 0.038 -0.467
Cl -0.963 -1.268 0.974


Entry 6:
# C42H37ClN2O8SbY

C42H37ClN2O8SbY as an isolated structure in a non-equilibrium geometry (wB97M-V/def2-TZVPD, the Open Molecules 2025 dataset).

Values from the calculation:
Molecular weight = 943.883 g mol⁻¹
DFT total energy = -83622.55404 eV
Energy relative to the best compared isomer or geometry (same formula, charge and spin) = 121.1 kJ/mol
Gap between HOMO and LUMO = 7.58 eV
LUMO = -0.0194 hartree
HOMO level = -8.10 eV
Total charge = 0

Positions of all 92 atoms, in Å:
Y1 0.1288 0.1859 0.1785
O1 -3.0017 -4.9206 4.1480
C1 -3.5207 -4.5269 2.8874
C2 -2.5348 -3.6239 2.2103
C3 -2.6974 -3.3136 0.8705
C4 -1.8121 -2.4423 0.2790
N1 -0.7935 -1.8932 0.9413
C5 -0.6234 -2.1962 2.2371
C6 -1.4723 -3.0582 2.9007
C7 0.4993 -1.5045 2.9449
C8 0.9647 -1.9178 4.1799
C9 1.9456 -1.1768 4.8169
C10 2.4678 -1.5870 6.1727
O2 1.5397 -2.3450 6.9337
C11 2.4375 -0.0482 4.1786
C12 1.9480 0.2742 2.9307
N2 1.0034 -0.4386 2.3277
H1 -3.6519 -5.4719 4.5908
H2 -4.4591 -3.9796 2.9977
H3 -3.7127 -5.3868 2.2428
H4 -3.5115 -3.7282 0.2874
H5 -1.9088 -2.1671 -0.7650
H6 -1.3421 -3.2777 3.9494
H7 0.5762 -2.8072 4.6558
H8 2.8033 -0.7004 6.7109
H9 3.3367 -2.2279 6.0399
H10 0.7637 -1.8018 7.1063
H11 3.1891 0.5786 4.6445
H12 2.3099 1.1480 2.4001
Cl1 2.2760 -5.7407 -4.0808
C13 1.7013 -4.2507 -3.3706
C14 0.6075 -3.5865 -3.9475
C15 0.1411 -2.4054 -3.4216
C16 0.7471 -1.8286 -2.2806
O3 0.3081 -0.7160 -1.7889
C17 1.8368 -2.5236 -1.7091
C18 2.5201 -2.0107 -0.5442
O4 2.2506 -0.9789 0.0591
C19 2.3035 -3.7260 -2.2651
H13 0.1316 -4.0225 -4.8185
H14 -0.6980 -1.8791 -3.8638
H15 3.3621 -2.6202 -0.1775
H16 3.1506 -4.2322 -1.8097
O5 -3.3822 2.1504 0.1690
C20 -2.3583 1.5312 0.2786
O6 -1.7727 0.7242 -0.5935
C21 -1.4211 1.4615 1.5039
O7 -1.6618 0.6514 2.3867
O8 -0.2278 1.9420 1.2641
C22 3.2732 3.7514 -4.2386
C23 3.0561 4.5245 -2.9570
C24 3.5549 5.8283 -2.8848
C25 3.3825 6.6267 -1.7611
C26 2.6901 6.1354 -0.6650
C27 2.1892 4.8400 -0.7112
C28 2.3672 4.0208 -1.8334
Sb1 1.5409 2.0525 -1.6504
C29 0.2759 2.0522 -3.3703
C30 0.3967 1.1666 -4.4393
C31 -0.5344 1.1566 -5.4698
C32 -1.6088 2.0347 -5.4258
C33 -1.7367 2.9114 -4.3606
C34 -0.8075 2.9383 -3.3195
C35 -0.9881 3.9254 -2.1899
C36 3.3774 1.0139 -2.0958
C37 3.5194 0.1112 -3.1517
C38 4.6460 -0.6955 -3.2816
C39 5.6516 -0.6132 -2.3330
C40 5.5288 0.2881 -1.2815
C41 4.4109 1.1084 -1.1441
C42 4.3782 2.0812 0.0116
H17 3.8432 4.3509 -4.9499
H18 2.3235 3.4843 -4.7068
H19 3.8232 2.8256 -4.0643
H20 4.0906 6.2253 -3.7425
H21 3.7849 7.6337 -1.7474
H22 2.5378 6.7503 0.2150
H23 1.6456 4.4578 0.1486
H24 1.2133 0.4642 -4.4821
H25 -0.4231 0.4618 -6.2945
H26 -2.3503 2.0338 -6.2180
H27 -2.5814 3.5918 -4.3228
H28 -1.9418 4.4433 -2.2773
H29 -0.1930 4.6742 -2.1861
H30 -0.9866 3.4330 -1.2162
H31 2.7427 0.0146 -3.8931
H32 4.7244 -1.3886 -4.1128
H33 6.5296 -1.2454 -2.4075
H34 6.3201 0.3556 -0.5397
H35 5.1793 1.8654 0.7189
H36 3.4340 2.0475 0.5598
H37 4.4984 3.1076 -0.3335

Forces on atoms 1 to 3 (eV/Å):
Y 1.822 -2.289 -0.634
O -0.104 -0.002 -0.142
C 0.185 -0.007 0.209